{
  "formula": "C3H11NOS2",
  "method": "ωB97M-V/def2-TZVPD",
  "species": ["N", "C", "C", "C", "S", "S", "H", "H", "H", "H", "H", "H", "H", "H", "H", "O", "H", "H"],
  "xyz": [[1.15, -0.53, 3.41], [1.34, -0.03, 2.04], [0.05, -0.03, 1.21], [0.29, 0.12, -0.31], [1.42, -1.15, -0.98], [0.12, -1.78, -2.47], [0.45, 0.02, 3.90], [0.76, -1.47, 3.42], [2.09, -0.67, 1.58], [1.72, 0.99, 2.15], [-0.74, 0.67, 1.48], [-0.36, -1.04, 1.33], [0.65, 1.05, -0.67], [-0.69, -0.03, -0.77], [0.81, -2.80, -2.99], [-3.16, 1.93, -3.86], [-3.33, 2.88, -3.84], [-2.57, 1.87, -4.62]],
  "nbo_charge": [-0.8226, -0.2228, -0.4252, -0.5125, 0.0615, -0.1616, 0.3454, 0.3470, 0.1974, 0.1891, 0.2120, 0.2023, 0.2160, 0.2331, 0.1406, -0.9300, 0.4643, 0.4660],
  "e_lumo_ev": 0.54,
  "homo_ev": -8.073,
  "smiles": "NCCCSS.O",
  "spin_multiplicity": 1,
  "largest_force_ev_per_a": 1.562,
  "total_charge": 0,
  "relative_energy_ev": 0.6298
}

***

{
  "formula": "C3H2N4",
  "method": "ωB97M-V/def2-TZVPD",
  "species": ["N", "C", "C", "C", "N", "N", "N", "H", "H"],
  "xyz": [[-0.41, 3.09, 0.30], [-0.44, 1.98, -0.01], [-0.36, 0.56, -0.20], [0.76, -0.19, 0.08], [0.30, -1.45, 0.01], [-1.00, -1.49, -0.31], [-1.41, -0.28, -0.44], [1.77, 0.09, 0.32], [0.78, -2.31, 0.24]],
  "nbo_charge": [-0.2795, 0.2629, -0.0825, -0.0256, -0.3310, -0.0337, -0.1817, 0.2454, 0.4258],
  "e_lumo_ev": 0.47,
  "homo_ev": -10.436,
  "smiles": "N#Cc1c[nH]nn1",
  "spin_multiplicity": 1,
  "largest_force_ev_per_a": 1.090,
  "total_charge": 0,
  "relative_energy_ev": 0.6570
}

***

{
  "formula": "CF3MgNO2S2",
  "method": "ωB97M-V/def2-TZVPD",
  "species": ["Mg", "N", "S", "S", "O", "O", "C", "F", "F", "F"],
  "xyz": [[-0.98, 2.58, -0.41], [-1.28, 0.60, -0.49], [-2.65, -0.42, -0.90], [-0.24, 0.23, 0.62], [-0.59, -0.57, 1.79], [0.44, 1.56, 0.84], [1.09, -0.81, -0.21], [2.06, -1.07, 0.65], [0.56, -1.95, -0.64], [1.59, -0.15, -1.24]],
  "nbo_charge": [0.9701, -1.3143, 0.2670, 2.1445, -0.8669, -1.0440, 0.7475, -0.2956, -0.3012, -0.3070],
  "e_lumo_ev": [-0.95, -2.36],
  "homo_ev": [-9.955, -7.030],
  "spin_multiplicity": 1,
  "largest_force_ev_per_a": 3.318,
  "total_charge": 0
}

***

{
  "formula": "C4H12N2O",
  "method": "ωB97M-V/def2-TZVPD",
  "species": ["C", "C", "N", "C", "N", "H", "H", "H", "H", "H", "H", "H", "H", "C", "O", "H", "H", "H", "H"],
  "xyz": [[-0.13, -0.63, 1.80], [-0.61, 0.35, 0.76], [-0.04, 1.63, 0.84], [-1.57, 0.06, -0.12], [-2.22, -1.19, -0.24], [0.02, -1.62, 1.37], [0.81, -0.28, 2.22], [-0.85, -0.72, 2.61], [-0.32, 2.22, 0.07], [0.97, 1.60, 0.91], [-1.88, 0.78, -0.86], [-3.18, -1.10, -0.54], [-2.17, -1.73, 0.61], [1.85, 0.25, -1.91], [2.26, 0.15, -0.57], [2.30, 1.16, -2.30], [0.76, 0.32, -1.98], [2.19, -0.61, -2.50], [1.82, -0.62, -0.17]],
  "nbo_charge": [-0.6667, 0.0988, -0.8178, -0.1025, -0.8267, 0.2099, 0.2228, 0.2248, 0.3632, 0.3791, 0.1803, 0.3691, 0.3630, -0.2479, -0.7295, 0.1791, 0.1707, 0.1629, 0.4676],
  "e_lumo_ev": 0.91,
  "homo_ev": -7.137,
  "smiles": "C/C(N)=C\\N.CO",
  "spin_multiplicity": 1,
  "largest_force_ev_per_a": 0.577,
  "total_charge": 0,
  "relative_energy_ev": 1.7570
}

***

Q: Number 4 is which compound?
A: C4H12N2O